[1]
Formula: C18H25N3O2
Source: the Open Molecules 2025 dataset
Level of theory: wB97M-V/def2-TZVPD

Each line ends with the Löwdin charge.
Atoms and positions in Å:
C: -1.1730 1.3922 0.0882  -0.074
C: -0.9883 1.8740 -1.3455  -0.253
N: 0.3731 1.7144 -1.8292  -0.194
C: 0.5665 2.3562 -3.1198  -0.270
C: 0.7982 3.8579 -2.9664  -0.089
C: 0.8942 0.3635 -1.7598  -0.200
C: 0.1447 -0.6919 -2.5920  -0.152
C: 0.8404 -2.0548 -2.5543  -0.171
N: 0.8934 -2.6046 -1.2187  0.077
C: -0.0774 -3.3866 -0.7265  -0.477
O: -1.0225 -3.8133 -1.3558  0.063
C: 0.1198 -3.7068 0.7694  -0.032
N: -0.2282 -2.5534 1.5784  0.005
C: -1.4994 -2.4263 2.0552  -0.043
C: -1.8882 -1.3745 2.8043  -0.021
C: -0.9496 -0.3480 3.1193  -0.179
C: -1.2776 0.7721 3.8947  -0.028
C: -0.3370 1.7396 4.1555  -0.069
C: 0.9593 1.6222 3.6520  -0.071
C: 1.3036 0.5324 2.8885  -0.009
C: 0.3596 -0.4633 2.6158  -0.090
C: 0.7441 -1.5922 1.7842  -0.371
O: 1.8510 -1.7182 1.2657  0.030
H: -0.3748 1.7769 0.7174  0.078
H: -2.1240 1.7508 0.4747  0.079
H: -1.1759 0.3067 0.1487  0.059
H: -1.7205 1.3688 -2.0013  0.117
H: -1.2080 2.9437 -1.3775  0.107
H: -0.2877 2.1851 -3.7970  0.115
H: 1.4532 1.9203 -3.5857  0.113
H: 1.0740 4.2886 -3.9259  0.067
H: -0.0943 4.3640 -2.6094  0.058
H: 1.6011 4.0323 -2.2559  0.074
H: 0.9021 0.0677 -0.7091  0.097
H: 1.9361 0.4038 -2.0924  0.124
H: -0.8712 -0.8134 -2.2125  0.111
H: 0.0835 -0.3622 -3.6308  0.112
H: 0.2843 -2.7637 -3.1735  0.120
H: 1.8628 -1.9699 -2.9311  0.123
H: 1.5811 -2.2326 -0.5699  0.108
H: -0.5218 -4.5465 1.0384  0.132
H: 1.1676 -3.9544 0.9580  0.134
H: -2.1761 -3.2235 1.7871  0.133
H: -2.9008 -1.3044 3.1650  0.112
H: -2.2817 0.8633 4.2823  0.113
H: -0.6005 2.6000 4.7529  0.106
H: 1.6879 2.3905 3.8619  0.104
H: 2.2971 0.4175 2.4824  0.120

E_LUMO	0.420	eV
HOMO-LUMO gap	8.5927	eV
SMILES string	CCN(CC)CCCNC(=O)Cn1ccc2ccccc2c1=O
ΔE to the lowest compared entry with this formula, charge and spin	85.1	kJ/mol
HOMO energy	-8.2	eV
total charge	0


[2]
Formula: C4H19NO7
Source: the Open Molecules 2025 dataset
Level of theory: wB97M-V/def2-TZVPD

Each line ends with the Löwdin charge.
Atoms and positions in Å:
N: 1.6277 -0.4779 0.6310  0.054
C: 0.7372 0.6216 0.1687  -0.347
C: 1.6483 1.8385 0.1132  -0.221
O: 2.3628 2.0797 -0.8232  0.059
C: -0.4705 0.6627 1.1338  -0.124
C: -1.2743 -0.6685 1.1538  -0.227
O: -1.9124 -0.7411 -0.1004  -0.107
H: 2.2194 -0.8530 -0.1202  0.084
H: 2.4105 -0.2444 1.2445  0.092
H: 0.4006 0.2797 -0.8079  0.107
H: 1.7818 2.3602 1.0911  0.138
H: -1.1953 1.4368 0.7795  0.115
H: -0.1710 0.9478 2.1534  0.120
H: -2.1224 -0.6630 1.8403  0.128
H: -0.6535 -1.5089 1.4591  0.095
H: -1.3294 -0.6495 -0.8615  0.090
O: -1.0639 -3.5905 -0.8991  -0.058
H: -0.2530 -3.0713 -0.9854  0.024
H: -1.6074 -2.9326 -0.4276  0.016
O: -3.7269 1.0258 -1.2464  -0.070
H: -3.3131 0.6058 -2.0113  0.032
H: -3.3282 0.5352 -0.5075  0.004
O: 2.0786 -2.9401 2.1462  -0.070
H: 1.8207 -2.6338 3.0220  0.035
H: 1.3693 -2.6631 1.5543  -0.007
O: -0.7137 4.0645 -0.8978  -0.052
H: -1.3412 3.3294 -0.8545  0.024
H: -0.4283 4.0838 0.0263  0.031
O: 1.8008 -0.1438 -2.4217  -0.070
H: 2.5991 0.3820 -2.2412  0.040
H: 2.0474 -0.4719 -3.3115  0.065

E_LUMO	0.158	eV
HOMO-LUMO gap	10.1427	eV
SMILES string	N[C@H](C=O)CCO.O.O.O.O.O
ΔE to the lowest compared entry with this formula, charge and spin	274.0	kJ/mol
HOMO energy	-10.0	eV
total charge	0


[3]
Formula: C6H10N
Source: the Open Molecules 2025 dataset
Level of theory: wB97M-V/def2-TZVPD

Each line ends with the Löwdin charge.
Atoms and positions in Å:
C: -1.0691 -0.7036 -1.3132  -0.054
C: 0.2376 -0.3568 -0.6721  -0.410
C: 1.3821 -1.4973 -0.8642  0.005
N: -0.0289 -0.1359 0.6988  0.089
C: -0.2549 1.0200 1.2932  -0.123
C: -0.2864 2.4126 1.2526  0.119
C: -0.5274 1.8735 2.4075  0.158
H: -1.4034 -1.5281 -0.7547  0.067
H: -1.7783 0.1861 -1.3117  0.113
H: -0.8887 -1.0500 -2.3557  0.106
H: 0.6268 0.6735 -1.0337  0.174
H: 1.1453 -2.4265 -0.3831  0.075
H: 2.1911 -0.9887 -0.4001  0.062
H: 1.6375 -1.6656 -1.9061  0.087
H: -0.0678 -1.0009 1.2273  0.180
H: -0.1311 3.3230 0.5800  0.174
H: -0.7843 1.8647 3.5353  0.180

E_LUMO	-3.773	eV
HOMO-LUMO gap	11.2059	eV
SMILES string	CC(C)[NH+]=c1cc1
ΔE to the lowest compared entry with this formula, charge and spin	154.4	kJ/mol
HOMO energy	-15.0	eV
total charge	+1


Q: Which of these has the lowest E_LUMO?
A: C6H10N


Q: The lowest HOMO-LUMO gap belongs to which entry?
A: C18H25N3O2


Q: Look up the E_LUMO of the third one.
A: -3.773 eV


Please write out number 1 again, unchanged.
Formula: C18H25N3O2
Source: the Open Molecules 2025 dataset
Level of theory: wB97M-V/def2-TZVPD

Each line ends with the Löwdin charge.
Atoms and positions in Å:
C: -1.1730 1.3922 0.0882  -0.074
C: -0.9883 1.8740 -1.3455  -0.253
N: 0.3731 1.7144 -1.8292  -0.194
C: 0.5665 2.3562 -3.1198  -0.270
C: 0.7982 3.8579 -2.9664  -0.089
C: 0.8942 0.3635 -1.7598  -0.200
C: 0.1447 -0.6919 -2.5920  -0.152
C: 0.8404 -2.0548 -2.5543  -0.171
N: 0.8934 -2.6046 -1.2187  0.077
C: -0.0774 -3.3866 -0.7265  -0.477
O: -1.0225 -3.8133 -1.3558  0.063
C: 0.1198 -3.7068 0.7694  -0.032
N: -0.2282 -2.5534 1.5784  0.005
C: -1.4994 -2.4263 2.0552  -0.043
C: -1.8882 -1.3745 2.8043  -0.021
C: -0.9496 -0.3480 3.1193  -0.179
C: -1.2776 0.7721 3.8947  -0.028
C: -0.3370 1.7396 4.1555  -0.069
C: 0.9593 1.6222 3.6520  -0.071
C: 1.3036 0.5324 2.8885  -0.009
C: 0.3596 -0.4633 2.6158  -0.090
C: 0.7441 -1.5922 1.7842  -0.371
O: 1.8510 -1.7182 1.2657  0.030
H: -0.3748 1.7769 0.7174  0.078
H: -2.1240 1.7508 0.4747  0.079
H: -1.1759 0.3067 0.1487  0.059
H: -1.7205 1.3688 -2.0013  0.117
H: -1.2080 2.9437 -1.3775  0.107
H: -0.2877 2.1851 -3.7970  0.115
H: 1.4532 1.9203 -3.5857  0.113
H: 1.0740 4.2886 -3.9259  0.067
H: -0.0943 4.3640 -2.6094  0.058
H: 1.6011 4.0323 -2.2559  0.074
H: 0.9021 0.0677 -0.7091  0.097
H: 1.9361 0.4038 -2.0924  0.124
H: -0.8712 -0.8134 -2.2125  0.111
H: 0.0835 -0.3622 -3.6308  0.112
H: 0.2843 -2.7637 -3.1735  0.120
H: 1.8628 -1.9699 -2.9311  0.123
H: 1.5811 -2.2326 -0.5699  0.108
H: -0.5218 -4.5465 1.0384  0.132
H: 1.1676 -3.9544 0.9580  0.134
H: -2.1761 -3.2235 1.7871  0.133
H: -2.9008 -1.3044 3.1650  0.112
H: -2.2817 0.8633 4.2823  0.113
H: -0.6005 2.6000 4.7529  0.106
H: 1.6879 2.3905 3.8619  0.104
H: 2.2971 0.4175 2.4824  0.120

E_LUMO	0.420	eV
HOMO-LUMO gap	8.5927	eV
SMILES string	CCN(CC)CCCNC(=O)Cn1ccc2ccccc2c1=O
ΔE to the lowest compared entry with this formula, charge and spin	85.1	kJ/mol
HOMO energy	-8.2	eV
total charge	0